Density functional theory data (ωB97M-V/def2-TZVPD) for a 17-piece molecular cluster, C62H122Br16F12O23 overall in a non-equilibrium geometry.

```
! wB97M-V def2-TZVPD RIJCOSX def2/J DEFGRID3
* xyz 0 1
C -4.59 -4.16 6.68
O -4.44 -5.04 5.61
C -3.15 -5.12 5.12
C -2.30 -6.13 5.82
O -0.97 -6.03 5.44
C -0.03 -6.94 5.92
C 0.43 -6.71 7.34
O 1.41 -5.60 7.39
C 0.83 -4.32 7.59
H -3.97 -4.48 7.51
H -5.63 -4.18 6.94
H -4.24 -3.17 6.41
H -2.60 -4.19 5.26
H -3.19 -5.32 4.06
H -2.65 -7.14 5.59
H -2.37 -6.02 6.92
H 0.84 -6.88 5.26
H -0.47 -7.97 5.98
H 0.98 -7.63 7.60
H -0.36 -6.58 8.10
H -0.02 -4.12 6.89
H 1.62 -3.61 7.31
H 0.51 -4.17 8.66
C 5.43 8.96 -1.85
O 4.53 8.25 -0.94
C 3.24 8.84 -1.07
C 2.27 8.01 -0.23
O 2.12 6.70 -0.88
C 1.31 5.88 -0.05
C 1.22 4.54 -0.73
O 2.48 3.93 -0.74
C 2.48 2.72 -1.55
H 5.55 10.00 -1.54
H 5.01 8.96 -2.88
H 6.38 8.46 -1.86
H 2.92 8.82 -2.12
H 3.25 9.92 -0.76
H 1.31 8.49 0.02
H 2.67 7.85 0.78
H 0.32 6.31 0.14
H 1.84 5.83 0.92
H 0.92 4.58 -1.78
H 0.50 3.89 -0.20
H 1.80 2.00 -1.03
H 3.51 2.33 -1.54
H 2.06 2.92 -2.55
C 7.56 1.41 -1.63
O 6.85 0.34 -1.04
C 6.10 0.71 0.07
C 5.03 -0.31 0.20
O 4.09 -0.10 -0.85
C 3.07 -1.06 -0.89
C 3.50 -2.22 -1.78
O 4.11 -3.09 -0.89
C 4.88 -4.08 -1.52
H 6.91 2.16 -2.11
H 8.19 1.03 -2.45
H 8.12 1.86 -0.84
H 5.65 1.68 -0.02
H 6.69 0.80 1.00
H 4.46 -0.26 1.12
H 5.35 -1.36 0.12
H 2.31 -0.57 -1.49
H 2.64 -1.34 0.07
H 4.18 -1.83 -2.57
H 2.63 -2.71 -2.25
H 5.58 -3.59 -2.20
H 4.24 -4.76 -2.05
H 5.33 -4.60 -0.68
C -5.45 -6.17 1.37
O -5.42 -7.56 1.43
C -4.13 -8.02 1.26
C -4.12 -9.55 1.20
O -4.36 -9.98 2.54
C -4.22 -11.37 2.77
C -2.99 -11.55 3.56
O -1.89 -11.23 2.78
C -0.72 -11.16 3.56
H -5.44 -5.86 0.33
H -4.51 -5.82 1.84
H -6.37 -5.85 1.82
H -3.45 -7.60 2.02
H -3.77 -7.65 0.28
H -3.10 -9.87 0.91
H -4.86 -9.86 0.47
H -4.17 -11.98 1.86
H -5.10 -11.72 3.33
H -2.86 -12.55 4.03
H -3.11 -10.85 4.42
H -0.95 -10.83 4.59
H 0.00 -10.48 3.08
H -0.30 -12.19 3.59
C -3.34 7.83 -4.40
O -2.38 7.48 -5.39
C -1.35 8.49 -5.33
C -0.12 8.19 -6.22
O 0.71 7.17 -5.73
C 1.61 7.54 -4.73
C 2.28 6.19 -4.38
O 3.37 5.92 -5.26
C 3.77 4.56 -4.99
H -3.90 8.77 -4.55
H -2.86 7.91 -3.40
H -4.03 7.02 -4.30
H -1.01 8.61 -4.30
H -1.82 9.46 -5.56
H 0.51 9.08 -6.29
H -0.43 7.96 -7.24
H 1.18 7.99 -3.83
H 2.33 8.26 -5.14
H 1.49 5.43 -4.52
H 2.56 6.08 -3.32
H 3.86 4.59 -3.89
H 4.70 4.33 -5.50
H 2.99 3.83 -5.27
Br 5.94 0.99 -6.40
C 5.46 0.28 -4.69
C 4.39 0.98 -3.94
Br 2.65 0.69 -4.60
H 6.37 0.40 -4.09
H 5.18 -0.73 -4.79
H 4.68 2.03 -3.89
H 4.38 0.64 -2.92
Br -6.06 0.51 -1.80
C -4.85 -0.52 -2.97
C -4.82 0.12 -4.37
Br -3.80 -0.91 -5.66
H -5.28 -1.52 -3.06
H -3.88 -0.58 -2.48
H -4.38 1.10 -4.39
H -5.83 0.15 -4.73
Br -2.52 2.47 4.05
C -1.67 4.25 3.94
C -1.63 4.85 5.36
Br -0.53 6.51 5.34
H -2.16 4.90 3.22
H -0.68 3.95 3.58
H -1.04 4.23 6.01
H -2.63 5.10 5.68
Br -1.24 -5.28 1.29
C 0.61 -5.57 1.58
C 1.50 -4.88 0.54
Br 1.42 -5.61 -1.23
H 0.90 -6.62 1.62
H 0.82 -5.13 2.57
H 2.51 -4.96 0.92
H 1.18 -3.86 0.46
Br -2.43 -5.94 -2.57
C -1.80 -4.07 -2.24
C -1.02 -3.72 -3.49
Br -0.17 -1.93 -3.29
H -1.13 -4.21 -1.35
H -2.63 -3.43 -2.05
H -1.74 -3.69 -4.31
H -0.12 -4.34 -3.57
Br -6.27 4.73 -3.50
C -6.50 5.23 -5.31
C -6.70 4.04 -6.15
Br -5.02 3.33 -6.61
H -5.62 5.78 -5.62
H -7.39 5.89 -5.30
H -7.08 4.30 -7.14
H -7.30 3.30 -5.65
Br -2.82 4.78 0.09
C -4.40 3.60 0.08
C -4.98 3.38 1.44
Br -6.81 2.70 1.38
H -4.16 2.63 -0.36
H -5.11 4.13 -0.53
H -4.95 4.31 2.01
H -4.39 2.66 2.00
Br -5.74 -2.50 0.62
C -4.87 -1.36 1.96
C -4.20 -2.31 2.95
Br -3.24 -1.20 4.28
H -5.64 -0.75 2.39
H -4.08 -0.78 1.46
H -3.38 -2.84 2.49
H -4.90 -2.95 3.47
C 0.53 0.90 5.66
C 1.02 -0.37 6.36
O 1.86 -1.04 5.33
C 1.34 -1.88 4.49
O 0.20 -2.17 4.35
C 2.42 -2.59 3.70
F 2.43 -3.92 4.02
F 2.15 -2.45 2.40
F 3.68 -2.21 3.85
H 0.13 1.56 6.46
H -0.20 0.81 4.85
H 1.43 1.39 5.31
H 0.14 -0.97 6.65
H 1.72 -0.25 7.19
C -1.01 -1.51 0.55
C -0.60 -0.08 0.75
O -0.46 0.65 -0.50
C -1.61 0.92 -1.09
O -2.75 0.76 -0.74
C -1.37 1.56 -2.49
F -0.14 1.40 -3.05
F -2.23 1.11 -3.42
F -1.57 2.89 -2.36
H -0.33 -2.04 -0.16
H -2.00 -1.70 0.19
H -1.00 -1.97 1.56
H 0.38 -0.09 1.22
H -1.29 0.48 1.34
C 6.48 0.06 4.26
C 5.50 1.04 4.80
O 4.78 1.70 3.68
C 3.93 2.63 4.04
O 3.70 3.00 5.11
C 3.33 3.19 2.75
F 4.22 3.99 2.16
F 2.97 2.29 1.84
F 2.23 3.90 3.07
H 5.83 -0.64 3.74
H 6.98 -0.55 4.99
H 7.14 0.52 3.52
H 6.00 1.84 5.36
H 4.70 0.61 5.40
C 0.23 3.77 -6.25
C -1.05 3.00 -6.48
O -0.62 1.60 -6.53
C -0.30 1.20 -7.75
O -0.31 1.83 -8.74
C -0.18 -0.35 -7.83
F -1.32 -1.00 -8.12
F 0.73 -0.64 -8.77
F 0.27 -0.79 -6.62
H 0.97 3.64 -7.05
H 0.72 3.36 -5.34
H 0.09 4.83 -6.13
H -1.58 3.20 -7.40
H -1.73 3.12 -5.64
*
```

Properties
gap between HOMO and LUMO	9.42	eV
total energy	-46548.45354	Eh
LUMO energy	0.005	Eh
highest occupied orbital energy	-9.27	eV

---

Density functional theory data (ωB97M-V/def2-TZVPD) for C62H146CaF12N12O27S4 as an isolated structure in a non-equilibrium geometry.

```
! wB97M-V def2-TZVPD RIJCOSX def2/J DEFGRID3
* xyz 0 1
Ca 0.59 2.55 3.11
C -0.20 -1.42 6.07
F 1.14 -1.76 6.11
F -0.73 -1.93 4.99
F -0.70 -1.95 7.19
S -0.25 0.59 6.11
O 0.79 0.96 7.10
O 0.02 0.99 4.74
N -1.91 1.03 6.52
S -1.93 1.27 8.05
O -3.32 1.33 8.53
O -1.18 0.38 8.90
C -1.27 3.06 8.29
F -2.29 3.91 8.30
F -0.56 3.18 9.46
F -0.46 3.41 7.33
C 3.27 0.04 0.23
F 2.63 -1.05 0.55
F 4.40 0.15 0.94
F 3.64 -0.05 -1.02
S 2.10 1.60 0.50
O 2.79 2.47 1.45
O 1.87 2.23 -0.76
N 0.69 1.17 1.38
S -0.25 0.54 0.41
O -1.33 1.47 0.17
O 0.29 -0.08 -0.77
C -0.96 -0.93 1.49
F -0.05 -1.87 1.62
F -1.32 -0.43 2.68
F -2.01 -1.60 0.90
C -9.09 -7.47 0.84
O -7.74 -7.83 0.68
C -6.79 -6.78 0.69
C -5.38 -7.41 0.54
N -4.27 -6.47 0.68
C -4.33 -5.80 1.99
C -3.01 -5.14 2.33
O -1.97 -6.08 2.68
C -0.64 -5.53 2.87
H -9.65 -8.38 1.05
H -9.54 -7.07 -0.08
H -9.13 -6.79 1.69
H -6.89 -6.09 1.54
H -7.05 -6.07 -0.09
H -5.27 -7.89 -0.44
H -5.22 -8.17 1.29
H -3.48 -7.10 0.69
H -4.64 -6.47 2.79
H -5.05 -4.99 1.88
H -3.10 -4.68 3.31
H -2.65 -4.44 1.58
H 0.09 -6.33 3.03
H -0.63 -4.87 3.74
H -0.40 -4.97 1.96
C 3.14 0.12 3.93
O 2.63 1.43 4.07
C 3.47 2.25 4.85
C 2.60 3.42 5.34
N 1.80 4.17 4.33
C 2.63 4.86 3.35
C 1.74 5.48 2.16
O 0.72 4.49 1.84
C -0.06 4.93 0.73
H 3.97 0.16 3.23
H 2.38 -0.56 3.53
H 3.46 -0.35 4.86
H 4.27 2.74 4.30
H 4.00 1.77 5.67
H 3.16 4.15 5.93
H 1.83 2.96 5.96
H 1.42 4.92 4.89
H 3.44 4.26 2.93
H 3.10 5.76 3.75
H 2.33 5.74 1.28
H 1.12 6.31 2.52
H -0.82 5.68 0.93
H -0.49 4.07 0.22
H 0.61 5.31 -0.04
C -0.92 10.61 -4.19
O 0.09 9.73 -4.79
C -0.39 9.02 -5.92
C 0.75 8.21 -6.49
N 1.08 7.07 -5.69
C 2.44 6.69 -6.04
C 2.87 5.51 -5.15
O 2.64 5.91 -3.77
C 2.85 4.96 -2.83
H -0.59 11.15 -3.30
H -1.80 10.09 -3.79
H -1.23 11.45 -4.80
H -0.67 9.83 -6.60
H -1.22 8.39 -5.61
H 1.61 8.84 -6.73
H 0.42 7.75 -7.42
H 1.11 7.24 -4.70
H 3.17 7.50 -5.93
H 2.49 6.37 -7.08
H 3.94 5.30 -5.18
H 2.41 4.58 -5.48
H 2.16 4.12 -2.92
H 2.74 5.49 -1.88
H 3.89 4.64 -2.88
C -6.64 -9.28 -2.48
O -5.20 -9.21 -2.78
C -4.42 -10.02 -1.95
C -2.91 -9.57 -2.07
N -2.63 -8.33 -1.43
C -1.23 -7.91 -1.63
C -0.97 -6.52 -0.98
O -1.41 -5.57 -1.93
C -1.01 -4.30 -1.52
H -6.84 -8.94 -1.47
H -6.99 -10.31 -2.55
H -7.16 -8.75 -3.28
H -4.42 -11.04 -2.32
H -4.84 -10.09 -0.95
H -2.76 -9.61 -3.14
H -2.30 -10.30 -1.53
H -3.23 -7.63 -1.85
H -0.86 -7.77 -2.64
H -0.64 -8.63 -1.06
H 0.10 -6.43 -0.77
H -1.47 -6.37 -0.02
H 0.00 -4.29 -1.12
H -1.64 -3.96 -0.70
H -0.99 -3.55 -2.31
C 4.12 1.47 -3.98
O 5.41 1.74 -4.58
C 6.53 0.92 -4.13
C 7.76 1.27 -4.99
N 8.30 2.56 -4.54
C 9.56 2.81 -5.16
C 10.14 4.18 -4.79
O 9.36 5.19 -5.45
C 9.90 6.50 -5.16
H 4.16 1.31 -2.90
H 3.64 0.58 -4.40
H 3.52 2.36 -4.14
H 6.27 -0.13 -4.22
H 6.72 1.05 -3.06
H 7.50 1.20 -6.04
H 8.55 0.51 -4.97
H 7.74 3.28 -4.98
H 9.50 2.67 -6.24
H 10.31 2.13 -4.75
H 11.17 4.14 -5.15
H 10.20 4.29 -3.71
H 9.39 7.25 -5.76
H 10.96 6.59 -5.39
H 9.80 6.82 -4.13
C 6.11 -2.16 -1.49
O 7.51 -2.29 -1.36
C 8.06 -1.01 -1.17
C 9.50 -1.15 -0.71
N 10.14 0.10 -0.27
C 10.38 1.00 -1.42
C 11.04 2.31 -0.85
O 11.71 3.11 -1.86
C 12.60 4.13 -1.41
H 5.90 -1.50 -2.33
H 5.73 -1.79 -0.54
H 5.75 -3.17 -1.72
H 7.54 -0.43 -0.41
H 8.14 -0.56 -2.16
H 10.11 -1.73 -1.39
H 9.57 -1.83 0.15
H 11.05 -0.23 0.01
H 9.43 1.25 -1.89
H 10.95 0.61 -2.26
H 11.86 2.07 -0.17
H 10.30 2.80 -0.22
H 12.04 4.87 -0.84
H 13.00 4.66 -2.27
H 13.33 3.74 -0.69
C -2.88 0.22 -2.92
O -4.12 0.82 -3.22
C -4.29 1.08 -4.61
C -5.72 1.59 -4.96
N -5.78 1.80 -6.36
C -5.87 0.53 -7.12
C -5.92 0.83 -8.61
O -7.22 1.13 -9.07
C -7.18 1.85 -10.27
H -2.14 0.90 -3.34
H -2.83 -0.71 -3.49
H -2.73 0.00 -1.86
H -4.21 0.10 -5.09
H -3.55 1.78 -4.99
H -6.02 2.49 -4.42
H -6.50 0.88 -4.67
H -6.62 2.36 -6.44
H -6.81 0.07 -6.82
H -5.05 -0.16 -6.93
H -5.59 -0.07 -9.13
H -5.23 1.65 -8.81
H -7.00 2.88 -9.96
H -8.18 1.93 -10.69
H -6.48 1.53 -11.05
C -7.66 -2.22 6.30
O -6.45 -1.65 5.88
C -5.27 -2.29 6.43
C -4.04 -1.46 6.08
N -4.16 -0.63 4.87
C -4.00 -1.38 3.62
C -5.31 -1.97 3.04
O -5.98 -0.87 2.50
C -7.31 -1.12 2.14
H -8.36 -1.39 6.17
H -7.68 -2.42 7.37
H -8.08 -3.09 5.78
H -5.20 -3.22 5.87
H -5.36 -2.49 7.50
H -3.09 -1.98 5.97
H -3.80 -0.74 6.87
H -5.16 -0.52 4.96
H -3.36 -2.25 3.76
H -3.54 -0.68 2.92
H -5.89 -2.63 3.68
H -5.11 -2.53 2.13
H -7.74 -0.17 1.81
H -7.96 -1.44 2.95
H -7.35 -1.85 1.32
C -6.79 2.02 -0.84
O -6.06 2.24 0.33
C -4.92 1.44 0.53
C -4.25 2.08 1.78
N -4.93 1.57 2.92
C -6.04 2.43 3.25
C -6.67 1.93 4.56
O -5.70 1.75 5.62
C -6.23 1.56 6.91
H -6.90 0.94 -0.96
H -6.22 2.42 -1.68
H -7.72 2.57 -0.67
H -4.22 1.49 -0.31
H -5.17 0.38 0.57
H -4.21 3.17 1.77
H -3.23 1.73 1.91
H -5.24 0.63 2.73
H -6.82 2.44 2.49
H -5.67 3.45 3.36
H -7.24 1.00 4.52
H -7.35 2.73 4.87
H -5.69 2.25 7.56
H -6.05 0.55 7.27
H -7.26 1.82 7.15
C 7.19 -2.45 2.20
C 5.90 -2.75 3.00
C 4.69 -3.14 2.10
O 3.59 -3.41 2.94
C 2.33 -3.74 2.27
N 6.10 -3.95 3.85
H 6.95 -1.81 1.35
H 7.57 -3.39 1.79
H 7.97 -1.97 2.79
H 5.62 -1.95 3.69
H 4.93 -3.98 1.45
H 4.51 -2.19 1.61
H 1.48 -3.48 2.91
H 2.09 -4.79 2.08
H 2.27 -3.30 1.28
H 5.13 -4.18 4.05
H 6.29 -4.67 3.18
*
```

Properties
gap between HOMO and LUMO	6.83	eV
total energy	-8606.56676	Eh
LUMO energy	-0.014	Eh
highest occupied orbital energy	-7.20	eV